Entry P
C3H12N2O2 | ωB97M-V/def2-TZVPD

The calculation puts the molar mass at 108.14 g/mol. As for the orbital gap: 10.29 eV. Its spin multiplicity is 1. As for the net charge: 0. Its structure (SMILES) is CC(N)(O)O.CN.

Each atom is followed by the atoms it is bonded to, with distances in Å.
Cartesian coordinates (Å):
1 C 2.2487 -0.6712 -1.4973  C2 1.525, H6 1.088, H7 1.088, H8 1.088
2 C 1.3899 -0.3124 -0.2899  C1 1.525, N3 1.490, O4 1.384, O5 1.420
3 N 0.7781 1.0410 -0.4064  C2 1.490, H9 1.027, H10 1.014
4 O 2.1139 -0.1113 0.8722  C2 1.384, H11 1.110
5 O 0.4000 -1.3077 -0.0756  C2 1.420, H12 0.964
6 H 2.8384 -1.5520 -1.2532  C1 1.088
7 H 2.9252 0.1501 -1.7258  C1 1.088
8 H 1.6167 -0.8773 -2.3586  C1 1.088
9 H -0.1877 1.0663 -0.0596  N3 1.027
10 H 0.7618 1.3753 -1.3631  N3 1.014
11 H 1.7708 0.9448 0.8814  O4 1.110
12 H 0.6381 -1.7271 0.7595  O5 0.964
13 C -2.5652 0.3824 1.4897  N14 1.460, H15 1.090, H16 1.091, H17 1.099
14 N -2.1270 0.3958 0.0969  C13 1.460, H18 1.017, H19 1.014
15 H -1.6897 0.2756 2.1309  C13 1.090
16 H -3.0430 1.3346 1.7241  C13 1.091
17 H -3.2679 -0.4255 1.7358  C13 1.099
18 H -1.6800 -0.4875 -0.1364  N14 1.017
19 H -2.9209 0.5062 -0.5246  N14 1.014

Entry Q
C3H12N2O2 | ωB97M-V/def2-TZVPD

The calculation puts the molar mass at 108.14 g/mol. As for the orbital gap: 9.68 eV. Its spin multiplicity is 1. As for the net charge: 0. Its structure (SMILES) is [H]/N=C/NCC.O.O.

Each atom is followed by the atoms it is bonded to, with distances in Å.
Cartesian coordinates (Å):
1 H 1.9643 -2.6741 1.9498  N2 0.988
2 N 1.3979 -1.9329 1.6230  H1 0.988, C3 1.277
3 C 1.4653 -0.8732 0.9128  N2 1.277, N4 1.457, H7 1.084
4 N 0.2997 -0.0467 0.6267  C3 1.457, C5 1.454, H8 0.981
5 C 0.6397 0.8496 -0.4662  N4 1.454, C6 1.585, H9 1.160, H10 1.131
6 C 0.5640 0.0335 -1.8222  C5 1.585, H11 1.090, H12 1.107, H13 1.089
7 H 2.4215 -0.4319 0.6553  C3 1.084
8 H -0.5365 -0.5583 0.5996  N4 0.981
9 H 1.6934 1.3181 -0.3394  C5 1.160
10 H -0.2044 1.6022 -0.4430  C5 1.131
11 H -0.0391 -0.8741 -1.8215  C6 1.090
12 H 1.5429 -0.3052 -2.2139  C6 1.107
13 H 0.0173 0.5818 -2.5875  C6 1.089
14 O -0.5484 2.1003 2.1306  H15 0.962, H16 1.008
15 H -0.4809 1.1802 2.4020  O14 0.962
16 H -1.2776 2.2042 1.4419  O14 1.008
17 O -3.2611 -0.6678 -0.7151  H18 0.960, H19 0.866
18 H -3.1516 -1.0162 -1.6027  O17 0.960
19 H -2.5066 -0.4897 -0.3303  O17 0.866

Entry R
C3H12N2O2 | ωB97M-V/def2-TZVPD

The calculation puts the molar mass at 108.14 g/mol. As for the orbital gap: 10.05 eV. Its spin multiplicity is 1. As for the net charge: 0. Its structure (SMILES) is NCCNCO.O.

Each atom is followed by the atoms it is bonded to, with distances in Å.
Cartesian coordinates (Å):
1 N -0.7355 -0.1726 2.4785  C2 1.490, H7 1.011, H8 1.022
2 C -1.4617 -0.6013 1.2503  N1 1.490, C3 1.538, H9 1.111, H10 1.090
3 C -0.9999 0.2514 0.0560  C2 1.538, N4 1.494, H11 1.090, H12 1.088
4 N 0.0854 -0.2912 -0.8154  C3 1.494, C5 1.453, H13 1.025
5 C 1.3901 -0.5406 -0.2265  N4 1.453, O6 1.405, H14 1.103, H15 1.107
6 O 2.2446 0.4726 -0.6940  C5 1.405, H16 0.961
7 H -0.0172 -0.8355 2.7349  N1 1.011
8 H -1.3830 -0.2269 3.2677  N1 1.022
9 H -2.5498 -0.3800 1.2929  C2 1.111
10 H -1.0847 -1.6186 1.1410  C2 1.090
11 H -1.8315 0.4781 -0.6105  C3 1.090
12 H -0.4938 1.1424 0.4223  C3 1.088
13 H -0.2681 -1.1797 -1.1834  N4 1.025
14 H 1.4189 -0.5152 0.8753  C5 1.103
15 H 1.7408 -1.5854 -0.3266  C5 1.107
16 H 2.6126 0.2844 -1.5616  O6 0.961
17 O 0.4618 1.8139 -3.1540  H18 0.976, H19 0.972
18 H -0.1042 1.3212 -2.5307  O17 0.976
19 H 0.9751 2.1833 -2.4162  O17 0.972

Among the structures shown above, entry P is the most stable, with the second-best lying 77.5 kJ/mol higher.